C17H13CrF3I2N4O8S2 as an isolated structure, computed with the ωB97M-V functional and the def2-TZVPD basis.

```
50
Properties=species:S:1:pos:R:3:forces:R:3:mulliken_spin:R:1
Cr 0.0100 0.0541 0.0271 0.3 -0.7 -0.1 1.085
O 5.0919 -0.6413 3.2728 0.0 0.0 0.0 0.000
C 3.9416 -0.4573 2.5765 0.1 -0.1 0.0 -0.002
C 2.9797 0.4715 2.9716 -0.1 0.0 -0.1 0.003
C 1.8534 0.5905 2.1825 0.1 0.0 0.0 0.002
N 1.7115 -0.1336 1.0864 -0.3 0.2 -0.1 -0.027
C 2.5721 -1.0784 0.7438 0.2 0.0 0.1 0.000
C 3.7336 -1.2717 1.4619 -0.1 0.1 0.0 0.002
C 2.0344 -1.9153 -0.4002 0.0 -0.1 -0.1 0.001
O 2.6766 -2.8283 -0.8753 0.0 0.1 0.0 0.003
O 0.8389 -1.5389 -0.7312 -0.1 -0.1 0.1 -0.003
C 0.6043 1.4081 2.4434 0.1 0.1 0.0 0.001
O 0.4900 2.1185 3.4127 0.0 0.0 0.0 0.007
O -0.2920 1.1844 1.5184 -0.1 0.1 0.2 -0.011
H 5.1169 -0.0283 4.0160 0.0 0.0 0.0 0.000
H 3.0709 1.0700 3.8692 0.0 0.0 0.0 0.000
H 4.4327 -2.0461 1.1823 0.0 0.0 0.0 0.000
I -1.3905 4.8523 0.5779 0.1 0.4 0.1 0.000
I -0.5012 7.4698 1.3822 -0.1 -0.4 -0.1 0.000
C 1.1155 1.0103 -1.4532 -0.1 0.1 0.0 -0.035
C 1.1630 2.4769 -1.6267 0.1 0.0 0.1 -0.007
C 1.9731 3.2803 -0.8097 0.0 0.0 0.0 -0.004
C 2.1125 4.6372 -1.0284 -0.1 0.0 0.0 0.003
C 1.4325 5.2424 -2.0866 0.1 0.0 0.1 -0.006
C 0.5930 4.4732 -2.8878 0.0 0.0 0.0 0.003
C 0.4608 3.1180 -2.6527 0.0 0.0 -0.1 -0.006
C 1.6125 6.6350 -2.3824 -0.1 0.0 0.0 0.001
N 1.7431 7.7435 -2.6622 0.0 0.0 0.0 -0.002
H 2.1317 0.6280 -1.3266 0.0 0.1 0.0 -0.005
H 0.7027 0.5395 -2.3521 0.0 0.0 0.0 0.001
H 2.5209 2.8157 0.0032 0.0 0.0 0.0 0.000
H 2.7443 5.2372 -0.3870 0.0 0.0 0.0 0.000
H 0.0719 4.9438 -3.7128 0.0 0.0 0.0 0.000
H -0.1603 2.5179 -3.3102 0.0 0.0 0.0 0.001
F -4.2143 -2.2310 1.4570 0.0 0.0 0.0 0.000
C -3.7566 -1.2356 0.6930 0.0 -0.1 -0.1 0.000
F -4.6435 -1.0169 -0.2873 0.0 0.0 0.0 0.000
F -3.6651 -0.1434 1.4331 0.1 0.1 0.0 0.000
S -2.1349 -1.7198 -0.0324 0.5 0.5 0.0 -0.006
O -2.3712 -2.9953 -0.6158 -0.1 -0.1 0.0 -0.001
O -1.1776 -1.5952 1.0635 -0.3 -0.1 0.1 0.000
O -1.8284 -0.6090 -0.9785 0.0 0.0 -0.1 0.004
N -2.8548 1.5557 -2.6097 0.0 0.0 -0.2 0.000
C -2.6680 2.6487 -1.8695 0.1 -0.1 0.4 -0.001
N -2.8253 3.8553 -2.4165 -0.1 0.0 -0.1 0.000
S -2.2523 2.4270 -0.2318 -0.1 0.1 -0.1 -0.001
H -3.0306 1.6106 -3.5984 0.0 0.0 0.0 0.000
H -2.6067 0.6577 -2.2014 -0.1 0.0 0.0 -0.001
H -2.9104 3.9619 -3.4134 0.0 0.0 0.0 0.000
H -2.5506 4.6598 -1.8684 0.0 0.0 0.0 0.000
```
Positions in Å, forces in eV/Å.

Output
- Total charge: -1
- 2S+1: 2
- Orbital gap (alpha / beta): 7.640 / 7.550 eV
- HOMO (alpha / beta): -5.95 / -5.85 eV